(1)
The following is a quantum chemistry calculation of 2 unconnected molecules or ions with the total composition C4H6N2, from the Open Molecules 2025 dataset.

Positions of all 12 atoms, in Å:
N: -0.541 -1.975 1.118
N: 0.009 1.494 -0.525
C: -0.058 1.358 0.719
C: -0.259 -1.820 -0.068
C: -0.033 -1.696 -1.350
C: 1.289 1.152 0.229
H: 0.002 -1.395 1.757
H: -0.577 -0.956 -1.920
H: 2.031 1.947 0.311
H: 1.683 0.148 0.068
H: -0.795 1.420 1.512
H: 0.719 -2.293 -1.843

Computed properties:
Electronic energy = -265.3913 hartree
Frontier orbital gap = 10.2 eV
Energy above the lowest of the compared OMol25 structures with the same formula, charge and spin = 378.7 kJ/mol
HOMO = -9.2 eV
Structure (SMILES) = C1=NC1.C=C=N


(2)
The following is a quantum chemistry calculation of a molecular structure, C4H6N2, from the Open Molecules 2025 dataset.

Positions of all 12 atoms, in Å:
N: -0.377 -3.186 -0.782
N: -0.686 0.323 -0.777
C: -0.269 -2.074 -0.455
C: 0.272 1.190 -0.520
C: -0.171 -0.734 -0.027
C: 1.064 0.139 0.206
H: 0.270 2.261 -0.662
H: -0.949 0.516 1.704
H: 1.358 0.364 1.234
H: 1.922 -0.208 -0.375
H: -0.835 1.260 1.679
H: -1.568 0.418 -1.271

Computed properties:
Electronic energy = -265.3727 hartree
Frontier orbital gap (alpha / beta) = 8.2 / 8.2 eV
Energy above the lowest of the compared OMol25 structures with the same formula, charge and spin = 427.5 kJ/mol
HOMO (alpha / beta) = -7.8 / -7.8 eV


(3)
The following is a quantum chemistry calculation of a single C4H6N2 molecule, from the Open Molecules 2025 dataset.

Positions of all 12 atoms, in Å:
N: 1.638 1.107 0.223
N: 0.024 -1.328 -0.499
C: -0.386 -0.292 0.405
C: 2.177 0.123 -0.141
C: 1.136 -0.912 0.259
C: -1.170 0.913 -0.168
H: -1.280 1.722 0.562
H: 1.559 -1.609 0.993
H: 0.043 -1.004 -1.453
H: -0.834 -0.634 1.327
H: -0.707 1.320 -1.070
H: -2.200 0.594 -0.438

Computed properties:
Electronic energy = -265.3657 hartree
Frontier orbital gap = 8.8 eV
Energy above the lowest of the compared OMol25 structures with the same formula, charge and spin = 446.0 kJ/mol
HOMO = -8.8 eV
Structure (SMILES) = C[C@H]1N[C@H]1C#N


(4)
The following is a quantum chemistry calculation of a single C4H6N2 molecule, from the Open Molecules 2025 dataset.

Positions of all 12 atoms, in Å:
N: -1.574 -0.851 0.011
N: -0.291 -1.234 0.002
C: 0.415 -0.123 0.034
C: -0.448 1.014 0.020
C: -1.731 0.483 0.004
C: 1.916 -0.166 0.000
H: -2.707 0.902 -0.001
H: 2.303 -0.556 0.970
H: -2.309 -1.551 -0.013
H: 2.321 0.824 -0.154
H: 2.268 -0.811 -0.822
H: -0.163 2.069 -0.050

Computed properties:
Electronic energy = -265.5159 hartree
Frontier orbital gap = 10.4 eV
Energy above the lowest of the compared OMol25 structures with the same formula, charge and spin = 51.7 kJ/mol
HOMO = -9.3 eV
Structure (SMILES) = Cc1cc[nH]n1


(5)
The following is a quantum chemistry calculation of 2 unconnected molecules or ions with the total composition C4H6N2, from the Open Molecules 2025 dataset.

Positions of all 12 atoms, in Å:
N: -3.362 -0.861 -0.498
N: -0.140 0.392 0.481
C: 0.867 0.270 -0.502
C: 0.015 1.519 -0.095
C: 2.221 -0.373 -0.095
C: -3.495 0.124 0.069
H: -0.682 -0.179 1.257
H: 0.527 -0.237 -1.495
H: 3.048 0.018 -0.587
H: 2.319 -0.180 0.934
H: -3.444 0.945 0.792
H: 2.126 -1.438 -0.262

Computed properties:
Electronic energy = -265.3505 hartree
Frontier orbital gap = 9.9 eV
Energy above the lowest of the compared OMol25 structures with the same formula, charge and spin = 486.0 kJ/mol
HOMO = -9.1 eV


(6)
The following is a quantum chemistry calculation of a single C4H6N2 molecule, from the Open Molecules 2025 dataset.

Positions of all 12 atoms, in Å:
N: 0.314 -0.390 0.634
N: -1.102 -0.683 0.766
C: -0.758 1.507 -2.247
C: 0.738 0.320 -0.452
C: -0.073 0.929 -1.417
C: 0.981 -0.852 1.630
H: -1.307 1.723 -3.180
H: 0.448 -1.347 2.372
H: -1.414 -1.544 0.413
H: -1.531 0.134 0.249
H: 1.773 0.654 -0.637
H: 1.933 -0.451 1.870

Computed properties:
Electronic energy = -265.3331 hartree
Frontier orbital gap (alpha / beta) = 7.5 / 7.5 eV
Energy above the lowest of the compared OMol25 structures with the same formula, charge and spin = 531.6 kJ/mol
HOMO (alpha / beta) = -6.9 / -6.9 eV


electronic energy of number 3 (C4H6N2)? -265.3657 hartree